Computed, not measured: a cluster of 12 separate species, C50H57F2N7O3 in total in a non-equilibrium geometry, with ωB97M-V with the def2-TZVPD basis set.

Computed properties:
HOMO energy: -9.0419 eV
DFT total energy: -2747.96928 a.u.
structure (SMILES): Fc1ccccc1.Fc1ccccc1.c1ccncc1.c1ccncc1.c1ccncc1.c1ccncc1.c1ccncc1.c1ccncc1.c1ccncc1.CO.CO.CO
net charge: 0
gap between HOMO and LUMO: 9.3 eV

Geometry (Å):
1 H -3.8294 -5.4071 2.7530
2 H 5.1413 -1.3197 -3.2026
3 N 2.5886 -9.7357 0.5910
4 H 5.2356 -3.3754 5.8683
5 H -4.8611 -6.0720 4.0492
6 C 2.6258 -8.3668 0.8013
7 C -7.9025 0.1464 -5.9944
8 H -1.7642 8.8899 -1.9803
9 C 7.2342 7.5774 -2.5511
10 H -4.5456 4.3944 4.5351
11 C -4.0965 9.0041 0.4986
12 H -9.4051 4.9799 0.2371
13 C 3.6056 -2.6125 7.0249
14 H -0.1790 -1.9376 0.7332
15 H -3.5504 -9.4525 -6.0575
16 H -4.0391 -4.5979 4.4267
17 O -4.8534 2.8236 5.7198
18 C 5.0758 -2.9331 -6.1529
19 C 4.8788 -3.1701 6.8668
20 H 7.4840 1.5472 6.5024
21 H 7.3139 -0.5492 -6.9212
22 C 4.7995 -2.5887 -4.8595
23 C 5.6326 9.2811 -2.6097
24 C -0.6381 1.7195 -0.3580
25 N 6.3503 6.6598 -2.1279
26 H 7.1775 3.7190 7.5585
27 C -8.1201 -1.3442 -4.2154
28 C -0.3336 -0.9129 0.4289
29 C 3.2665 -10.0762 2.8491
30 H 6.1923 -2.3939 -7.9178
31 C -2.4356 10.7961 0.6669
32 F -2.6095 -6.3375 -2.7995
33 H 3.6332 -10.8089 3.5526
34 C 5.9568 -2.1504 -6.8923
35 C 3.2067 -8.7170 3.1054
36 C 4.6877 8.3678 -2.0981
37 H 5.3143 10.2950 -2.8020
38 C -4.2585 -7.5570 -6.3558
39 H -9.8343 -2.6116 -4.2152
40 C -1.5424 -0.5427 -0.1344
41 H -7.3495 4.6216 -0.4750
42 H 8.2510 7.2582 -2.7261
43 O -9.2896 4.9385 -0.7150
44 H 5.7146 -3.3982 10.0758
45 N -1.8379 10.3355 -0.4959
46 C 0.6693 0.0592 0.5743
47 C 6.8435 3.6125 6.5369
48 H -2.6589 1.1262 -0.8841
49 C 2.8725 -10.5617 1.6270
50 H 6.5716 -3.9580 7.8326
51 C -2.9762 -8.0509 -4.3592
52 C 6.2706 4.6351 5.8364
53 H -3.3402 3.0656 4.2570
54 H -4.7289 -7.9404 -7.2492
55 C -4.5810 -6.3153 -5.8724
56 H 4.3424 6.3455 -1.4300
57 C -3.1465 -6.7356 -3.9550
58 H -4.9558 8.4848 0.8967
59 C -3.5872 10.1568 1.2057
60 H -7.2074 0.7612 -6.5468
61 C 6.9644 8.8945 -2.9031
62 C -8.9060 -0.5123 -6.7303
63 H 2.2952 -7.8272 -0.0738
64 H 2.9201 -6.8129 2.1633
65 H 5.4801 5.0932 3.9101
66 H 3.4869 -8.2854 4.0549
67 C -2.2939 9.1985 -1.0912
68 H 6.7521 0.2494 -4.6179
69 H -3.6970 7.7083 -1.2720
70 C -3.4313 8.5449 -0.6427
71 C 7.0236 2.3559 5.9544
72 H 4.5273 -3.7460 -6.6054
73 C 6.2820 3.1144 3.9246
74 H 7.6898 9.5862 -3.3054
75 C 2.8359 -7.8857 2.0714
76 C 5.4055 -1.4593 -4.2405
77 C 5.6357 -3.4332 7.9553
78 O -5.5282 -4.3382 3.0223
79 C 5.9862 4.3479 4.5059
80 C -3.5758 -8.4890 -5.5701
81 H 2.9553 -11.6145 1.4007
82 C -8.1768 4.1446 -1.0005
83 C 5.1470 -3.1086 9.2038
84 H 6.0400 5.5346 6.3879
85 H -2.3767 -1.2149 -0.2701
86 C 5.0418 7.0304 -1.8864
87 H -5.1586 -5.6230 -6.4670
88 C -9.6815 -1.4833 -6.0362
89 H -9.1766 -0.1573 -7.7137
90 H 3.0101 -2.3637 6.1590
91 H -4.1344 10.5799 2.0352
92 H 1.5806 -0.1736 1.1050
93 H -5.0186 2.8920 3.6651
94 C -1.7107 0.7988 -0.4838
95 H 3.6625 8.6789 -1.9621
96 N 0.5149 1.3326 0.0948
97 C -9.2620 -1.8868 -4.7751
98 N 3.1090 -2.2482 8.2358
99 H -4.1045 2.6936 6.3061
100 H -8.4008 3.1657 -0.5766
101 H -0.6362 2.7832 -0.5453
102 C 6.3268 -0.6729 -4.9851
103 H -3.9000 -4.8578 -4.3425
104 H -6.0238 -4.8624 2.3889
105 H 6.1539 2.8809 2.8780
106 H -2.0915 11.6890 1.1677
107 C 6.6128 -1.0568 -6.2752
108 H 3.4820 -2.3029 10.2633
109 C -4.4714 -5.1593 3.5984
110 H -7.7166 -1.6805 -3.2717
111 N -7.4524 -0.3173 -4.8204
112 H -7.9023 4.0218 -2.0482
113 H -10.5467 -2.0265 -6.3866
114 F 3.9180 -3.2695 -4.1499
115 C 3.9262 -2.4525 9.2904
116 C -3.9117 -5.8623 -4.7389
117 N 6.7783 2.1299 4.6658
118 C -4.3839 3.3206 4.4407
119 H -2.3535 -8.6567 -3.7176

Results of the Mulliken charge analysis, in e, for atoms 1 through 8: 0.21, 0.40, -0.53, 0.35, 0.23, -0.21, -0.22, 0.36